No. 1
12
Properties=species:S:1:pos:R:3 method="wB97M-V/def2-TZVPD" relative_energy_kcal_mol=251.31 homo_lumo_gap_ev="8.2 / 5.0"
C -3.0732 0.1319 0.3662
C -2.4179 -0.1552 -0.6136
C 0.2644 -0.8437 0.1119
C 0.6402 -0.2962 -1.2484
N 0.9679 0.4845 -0.1881
N 2.1210 0.9350 0.3219
H -3.7492 0.5253 1.0263
H -0.7741 -0.5752 0.5997
H 0.9170 -1.6123 0.5109
H -0.0089 0.0709 -2.0374
H 2.9391 0.6504 -0.1697
H 2.1737 0.6845 1.3204

---

No. 2
12
Properties=species:S:1:pos:R:3 method="wB97M-V/def2-TZVPD" relative_energy_kcal_mol=145.83 homo_lumo_gap_ev=7.6
C -0.9804 -1.1014 0.8747
C 0.6124 0.9439 -1.2717
C 0.5211 -0.5038 0.9520
C 0.8661 0.7876 0.2081
N -1.4436 -0.7633 -0.2566
N -0.4098 0.2390 -1.5185
H 0.7110 -0.3748 2.1263
H 1.2667 -1.3234 0.6541
H 1.9446 1.1394 0.5819
H 0.1399 1.5878 0.5886
H -2.3395 -0.9474 -0.5778
H -0.8884 0.3163 -2.3612

---

No. 3
12
Properties=species:S:1:pos:R:3 method="wB97M-V/def2-TZVPD" smiles="C1=CNC=NC1" relative_energy_kcal_mol=85.29 homo_lumo_gap_ev=8.8
C 0.4747 -0.6593 -0.9426
C -0.6490 -0.9661 -0.1779
N -0.9690 -0.3170 1.0161
C -0.5187 0.9843 0.9822
N 0.3696 1.4598 0.2968
C 1.2903 0.6523 -0.5854
H 0.5884 -1.6472 -1.7725
H -1.2904 -1.9236 -0.5884
H -1.6938 -0.8419 1.7417
H -1.0103 1.7608 1.6850
H 1.1677 1.2755 -1.4744
H 2.2405 0.2226 -0.1805

---

No. 4
12
Properties=species:S:1:pos:R:3 method="wB97M-V/def2-TZVPD" relative_energy_kcal_mol=75.07 homo_lumo_gap_ev=8.1
C -1.4829 0.5137 -0.7427
C -1.7565 -0.1525 0.4596
C 0.7088 -0.0551 -0.4964
C 2.1541 0.0306 -0.1553
N -0.1433 0.6063 -1.0323
N -0.7479 -0.6818 1.0584
H -2.1215 1.0325 -1.4639
H -2.7978 -0.1545 0.8720
H 2.6118 -0.9351 -0.3358
H 2.4508 0.7603 -0.8552
H 2.0914 0.2722 0.8968
H -0.9669 -1.2368 1.7947

---

No. 5
12
Properties=species:S:1:pos:R:3 method="wB97M-V/def2-TZVPD" relative_energy_kcal_mol=84.93 homo_lumo_gap_ev=10.0
C 0.4251 1.9130 0.1899
C -0.1249 0.5223 0.1956
C 0.4127 -0.8999 0.3105
N 0.2578 -1.4185 -1.0652
C -0.9118 -1.2148 -0.2037
N -1.3273 0.2060 -0.1579
H 1.1968 2.0870 0.9433
H -0.4163 2.5951 0.3455
H 0.8568 2.1436 -0.7945
H 0.5571 -1.4543 1.2259
H 0.4926 -2.4108 -1.1073
H -1.4831 -2.0585 0.1618

---

No. 6
12
Properties=species:S:1:pos:R:3 method="wB97M-V/def2-TZVPD" relative_energy_kcal_mol=81.44 homo_lumo_gap_ev="9.0 / 9.0"
N 1.2745 0.3694 -0.9535
C 1.3653 1.0643 0.0561
C 0.1951 0.9202 1.0175
C -0.9773 0.0715 0.5772
C 1.0056 -0.6601 -1.6768
N -1.4470 -0.8116 1.3590
H 0.5825 0.5164 1.9621
H -0.1860 1.9245 1.2310
H -1.4334 0.3270 -0.3909
H 1.4355 -1.6273 -1.4346
H 0.6153 -0.5272 -2.6750
H -2.3039 -1.2183 0.9773

---

No. 7
12
Properties=species:S:1:pos:R:3 method="wB97M-V/def2-TZVPD" relative_energy_kcal_mol=119.14 homo_lumo_gap_ev=8.6
C 1.0811 -1.1107 0.3655
N 0.3524 -0.2199 -0.5447
C -1.4799 -0.1032 -0.4926
C -1.4622 1.0889 0.0076
C 0.0880 1.4256 0.0962
N 0.8307 2.3388 0.1975
H 0.9133 0.0284 -1.3595
H -1.9565 -1.0401 -0.7026
H -2.1699 1.6275 0.6181
H 1.4946 -1.9480 -0.1997
H 1.8994 -0.5979 0.8767
H 0.4091 -1.4894 1.1375

---

No. 8
12
Properties=species:S:1:pos:R:3 method="wB97M-V/def2-TZVPD" relative_energy_kcal_mol=55.57 homo_lumo_gap_ev=9.5
H 2.0385 2.0103 0.3641
N 1.9521 0.9961 0.2659
C 0.7349 0.6842 0.1028
C -0.4873 1.5439 0.0452
C -1.5183 0.7138 -0.1418
C -0.9332 -0.6537 -0.2014
N 0.3414 -0.6830 -0.0631
H -0.4917 2.6237 0.1430
H -2.5718 0.9515 -0.2343
H -1.5070 -1.5675 -0.3457
H 1.1730 -2.9405 0.0224
H 1.2694 -3.6789 0.0429

---

No. 9
12
Properties=species:S:1:pos:R:3 method="wB97M-V/def2-TZVPD" smiles=C[C@@]1(C#N)CN1 relative_energy_kcal_mol=74.20 homo_lumo_gap_ev=11.0
C -0.8681 0.3472 -1.0801
C -0.1540 0.1468 0.2516
C -1.0309 -0.3774 1.3022
N -1.7506 -0.8454 2.0777
C 1.1621 -0.4526 0.1120
N 0.9405 1.0587 0.4905
H -1.1716 -0.6403 -1.4475
H -0.1709 0.7942 -1.7952
H -1.7542 0.9775 -1.0006
H 1.4359 -1.1411 0.9220
H 1.6069 -0.6004 -0.8545
H 1.7548 0.7327 1.0220

---

No. 10
12
Properties=species:S:1:pos:R:3 method="wB97M-V/def2-TZVPD" smiles=Nc1cc[nH]c1 relative_energy_kcal_mol=10.50 homo_lumo_gap_ev=8.7
N -2.0444 0.2122 -0.3085
C -0.6531 0.0972 -0.1179
C 0.0561 -1.1428 -0.0388
C 1.3872 -0.8386 0.0344
N 1.5378 0.5173 -0.0086
C 0.2768 1.1069 -0.0647
H -2.4142 1.0809 0.0561
H -2.5410 -0.5615 0.1156
H -0.3689 -2.1376 -0.0406
H 2.2685 -1.4599 0.0980
H 2.3496 0.9441 0.3952
H 0.1455 2.1816 -0.1202

---

No. 11
12
Properties=species:S:1:pos:R:3 method="wB97M-V/def2-TZVPD" relative_energy_kcal_mol=107.03 homo_lumo_gap_ev=10.1
N -0.2092 0.4653 1.4032
C 0.6199 0.6019 0.2103
C 0.8748 -0.4856 1.1841
C -0.6365 -1.1845 -1.2922
N -1.3335 -0.0974 -1.2199
C 0.0495 0.2139 -1.1330
H -1.1049 0.0425 1.1635
H 1.2459 1.4931 0.2098
H 1.6945 -0.4402 1.8954
H 0.6211 -1.4851 0.8328
H -2.2757 0.2510 -1.0881
H 0.5114 0.6720 -2.0077

---

No. 12
12
Properties=species:S:1:pos:R:3 method="wB97M-V/def2-TZVPD" smiles="C1=NN2C[C@H]2C1" relative_energy_kcal_mol=74.50 homo_lumo_gap_ev=10.3
C -1.1710 0.7317 0.5876
N -0.1370 1.4419 0.5915
N 0.8862 1.0109 -0.3346
C 1.5256 -0.1619 0.2350
C 0.4361 -0.3022 -0.8240
C -1.0115 -0.4791 -0.2388
H -2.0694 0.8598 1.1777
H 1.2182 -0.5730 1.2009
H 2.5877 0.0314 -0.1137
H 0.6169 -0.4983 -1.8536
H -0.9801 -1.2810 0.4830
H -1.9018 -0.7804 -0.9109

---

No. 13
12
Properties=species:S:1:pos:R:3 method="wB97M-V/def2-TZVPD" relative_energy_kcal_mol=133.31 homo_lumo_gap_ev="8.4 / 8.4"
N 0.2063 0.3649 -1.7388
C 1.2271 -0.0754 -1.2560
C 1.1742 -0.7771 0.1015
N -0.1514 -0.5930 0.6798
C -1.1788 -0.0792 -0.0874
C -0.6292 0.7530 0.9969
H 1.3688 -1.8393 -0.0790
H 1.9443 -0.3957 0.7769
H -2.1526 -0.5549 -0.1797
H -0.7174 0.7405 -1.8928
H -0.0021 1.5985 0.6989
H -1.0892 0.8575 1.9799

---

No. 14
12
Properties=species:S:1:pos:R:3 method="wB97M-V/def2-TZVPD" smiles="C/C=N/CC#N" relative_energy_kcal_mol=29.24 homo_lumo_gap_ev=11.4
C 2.0191 -0.0376 -0.4054
C 0.7067 0.0999 0.2951
N -0.1670 0.9086 -0.1385
C -1.5261 0.7156 0.3370
C -2.2236 0.1080 -0.8110
N -2.6563 -0.3899 -1.7601
H 1.9863 0.5578 -1.3200
H 2.8815 0.2515 0.2016
H 2.1373 -1.0942 -0.6740
H 0.4937 -0.5959 1.1240
H -2.0003 1.6699 0.5857
H -1.6129 0.0415 1.2052

---

No. 15
12
Properties=species:S:1:pos:R:3 method="wB97M-V/def2-TZVPD" relative_energy_kcal_mol=143.52 homo_lumo_gap_ev=9.5
C 0.7583 -1.8167 -0.0265
C 0.4017 -0.1851 -0.0290
C 0.8022 1.3713 -0.0267
C 0.1236 0.7694 1.2107
N -0.3154 -1.8525 -0.7724
N -0.6786 -0.5582 -0.9204
H 1.7643 1.6903 -0.2681
H 0.0810 1.8940 -0.6078
H -0.9249 1.1151 1.3443
H 0.5708 0.4407 2.1972
H -0.8975 -2.5626 -1.2072
H -1.6854 -0.3058 -0.8942

---

No. 16
12
Properties=species:S:1:pos:R:3 method="wB97M-V/def2-TZVPD" smiles="C=[N+]1C=[N+]=CC1" total_charge=+2 relative_energy_kcal_mol=80.92 homo_lumo_gap_ev=8.3
C 1.6713 -0.1285 -0.4428
N 0.3516 -0.1399 0.2746
C 0.0280 -0.4626 1.5810
N -1.2067 -0.1546 1.8419
C -1.8445 0.1237 0.6911
C -0.9064 0.2109 -0.4099
H 1.8930 0.3462 -1.4510
H 2.3567 -0.8106 0.1401
H 0.7141 -1.1575 2.0578
H -2.9000 0.1210 0.6569
H -0.9658 -0.3562 -1.3464
H -0.6191 1.2228 -0.6249

---

No. 17
12
Properties=species:S:1:pos:R:3 method="wB97M-V/def2-TZVPD" smiles="C=[N+]1C=C[NH+]=C1" total_charge=+2 relative_energy_kcal_mol=25.82 homo_lumo_gap_ev=8.8
C -1.4430 0.2798 -1.0988
N -0.4480 0.1643 -0.3202
C -0.4297 0.1031 1.1384
C 0.7948 -0.2443 1.5160
N 1.5640 -0.4493 0.3343
C 0.9423 -0.1214 -0.7558
H -1.5295 0.4273 -2.1722
H -2.5197 0.1816 -0.7900
H -1.3139 0.2948 1.7272
H 1.1454 -0.1777 2.6546
H 2.6032 -0.5952 0.3335
H 1.3067 -0.3435 -1.9127

---

No. 18
13
Properties=species:S:1:pos:R:3 method="wB97M-V/def2-TZVPD" smiles=Nc1ccc(O)[nH]1 relative_energy_kcal_mol=22.12 homo_lumo_gap_ev=7.9
N -0.2959 1.2938 1.9033
C 0.0443 0.5169 0.7775
C 1.2402 0.0682 0.2911
C 0.9655 -0.6301 -0.9429
C -0.3799 -0.5738 -1.1426
O -1.2005 -1.0310 -2.1311
N -0.9501 0.1003 -0.0871
H 0.4027 1.2066 2.6342
H -1.2026 1.0328 2.2738
H 2.2090 0.1711 0.7685
H 1.6858 -1.1157 -1.5874
H -0.6471 -1.4753 -2.7869
H -1.9139 0.3685 -0.0319

---

No. 19
13
Properties=species:S:1:pos:R:3 method="wB97M-V/def2-TZVPD" smiles=Nc1cc[nH]c1O relative_energy_kcal_mol=20.79 homo_lumo_gap_ev=8.5
N -1.8997 0.5342 -0.0718
C -0.4886 0.3344 -0.1037
C 0.6421 1.2066 -0.0138
C 1.7545 0.4141 0.0753
N 1.3469 -0.9104 0.0546
C -0.0052 -0.9444 -0.0617
O -0.7046 -2.0980 -0.1041
H -2.2039 1.3248 -0.6272
H -2.1989 0.6992 0.8823
H 0.6355 2.2896 -0.0368
H 2.8010 0.6674 0.1472
H 1.9339 -1.7213 0.1485
H -1.6129 -1.7961 -0.2888